Entry from the Open Molecules 2025 dataset: a molecular structure, C55H34Br2LaN14OS3 in a non-equilibrium geometry (ωB97M-V with the def2-TZVPD basis set).

Computed properties:
- charge = -1
- energy above the lowest of the compared OMol25 structures with the same formula, charge and spin (kcal per mole) = 0.00
- E (Ha) = -9332.53827
- multiplicity = 1
- strongest force on any atom (eV Å⁻¹) = 3.0

Last column: Löwdin charge in e.
Positions of all 110 atoms, in Å:
La1 -21.948 -8.452 3.116  1.84
C1 -15.165 -6.192 3.434  -0.09
C2 -15.706 -4.947 3.153  -0.10
C3 -17.076 -4.808 2.863  -0.02
C4 -17.869 -5.962 2.824  -0.11
C5 -19.263 -6.202 2.406  -0.31
N1 -19.980 -5.293 1.784  0.19
C6 -21.164 -5.393 1.244  -0.30
C7 -21.764 -4.333 0.415  -0.10
C8 -21.488 -2.974 0.265  -0.03
C9 -22.325 -2.258 -0.575  -0.11
C10 -23.429 -2.853 -1.202  -0.10
C11 -23.726 -4.196 -1.021  -0.02
C12 -22.874 -4.949 -0.205  -0.10
C13 -22.862 -6.346 0.230  -0.34
N2 -23.538 -7.282 -0.450  0.18
C14 -23.494 -8.592 -0.164  -0.29
N3 -22.676 -9.239 0.738  0.03
C15 -22.849 -10.568 0.514  -0.29
N4 -22.139 -11.596 1.049  0.19
C16 -20.987 -11.425 1.669  -0.32
N5 -20.440 -10.285 2.260  -0.01
C17 -19.081 -10.478 2.417  -0.25
N6 -18.135 -9.536 2.652  0.18
C18 -18.357 -8.217 2.728  -0.42
N7 -19.492 -7.571 2.428  0.02
C19 -17.295 -7.264 3.049  -0.11
C20 -15.940 -7.371 3.325  -0.02
C21 -18.759 -11.896 1.977  -0.10
C22 -17.580 -12.589 1.865  -0.05
C23 -17.615 -13.872 1.362  -0.09
C24 -18.835 -14.444 0.903  -0.11
C25 -20.010 -13.777 0.953  -0.02
C26 -19.983 -12.473 1.552  -0.08
C27 -23.861 -10.821 -0.513  -0.11
C28 -24.375 -12.013 -1.029  -0.02
C29 -25.375 -11.926 -1.987  -0.11
C30 -25.768 -10.700 -2.466  -0.10
C31 -25.244 -9.494 -1.995  -0.02
C32 -24.279 -9.549 -0.997  -0.08
N8 -21.946 -6.508 1.231  0.04
H1 -14.140 -6.289 3.817  0.10
H2 -15.152 -4.044 3.203  0.08
H3 -17.489 -3.835 2.679  0.10
H4 -20.645 -2.513 0.814  0.12
H5 -22.123 -1.196 -0.793  0.10
H6 -24.090 -2.238 -1.819  0.10
H7 -24.584 -4.673 -1.457  0.10
H8 -15.486 -8.325 3.456  0.10
H9 -16.677 -12.102 2.269  0.12
H10 -16.698 -14.434 1.264  0.09
H11 -18.752 -15.401 0.410  0.09
H12 -20.897 -14.188 0.487  0.11
H13 -23.936 -12.984 -0.679  0.12
H14 -25.897 -12.815 -2.335  0.10
H15 -26.517 -10.647 -3.254  0.10
H16 -25.491 -8.572 -2.497  0.11
C33 -27.523 -6.624 1.193  -0.46
S1 -27.447 -8.408 1.497  0.80
C34 -25.816 -8.636 2.231  -1.05
S2 -24.802 -7.322 2.615  0.62
N9 -25.576 -9.939 2.441  -0.13
N10 -24.447 -10.177 3.210  -0.04
C35 -24.500 -11.432 3.647  -0.09
C36 -23.543 -12.063 4.561  -0.27
C37 -24.039 -13.152 5.319  -0.03
C38 -23.215 -13.805 6.237  -0.05
C39 -21.901 -13.292 6.383  -0.08
C40 -21.489 -12.295 5.547  -0.14
N11 -22.259 -11.666 4.617  0.13
H17 -26.878 -6.327 0.331  0.04
H18 -27.294 -6.061 2.123  0.02
H19 -28.566 -6.422 0.942  0.02
H20 -25.336 -12.033 3.376  0.10
H21 -25.065 -13.499 5.141  0.11
H22 -23.514 -14.599 6.902  0.09
H23 -21.127 -13.665 7.034  0.10
H24 -20.450 -11.938 5.660  0.12
Br1 -20.051 -1.254 7.163  0.74
C41 -20.455 -2.907 6.386  -0.69
C42 -19.422 -3.763 5.870  -0.06
C43 -19.865 -4.991 5.383  -0.14
N12 -21.158 -5.277 5.241  0.13
C44 -22.112 -4.465 5.651  -0.21
C45 -21.782 -3.230 6.271  -0.08
C46 -23.509 -4.859 5.415  -0.21
C47 -24.561 -3.903 5.489  -0.04
C48 -25.878 -4.404 5.640  -0.65
Br2 -27.327 -3.215 6.087  0.69
C49 -26.084 -5.752 5.556  -0.11
C50 -24.983 -6.579 5.277  -0.26
N13 -23.765 -6.136 5.200  0.08
H25 -18.370 -3.537 6.038  0.10
H26 -19.166 -5.749 5.022  0.05
H27 -22.607 -2.745 6.760  0.10
H28 -24.326 -2.832 5.457  0.11
H29 -27.006 -6.231 5.846  0.10
H30 -25.056 -7.652 5.157  0.07
O1 -22.517 -8.706 5.208  -0.50
N14 -22.026 -8.866 6.430  -0.18
C51 -22.946 -9.107 7.417  -0.03
C52 -22.561 -9.348 8.692  -0.07
C53 -21.170 -9.256 9.007  -0.08
C54 -20.293 -8.893 8.035  -0.09
C55 -20.695 -8.730 6.671  -0.69
S3 -19.638 -8.363 5.425  0.72
H31 -23.980 -8.987 7.134  0.13
H32 -23.315 -9.614 9.411  0.09
H33 -20.801 -9.351 9.999  0.09
H34 -19.254 -8.707 8.276  0.10

Forces on the atoms, in the same order (eV/Å):
0.61 0.79 -1.83
0.06 -1.13 0.28
-1.63 -0.19 0.15
0.31 -1.06 0.11
0.56 -0.64 -0.10
0.74 -1.46 -0.64
0.37 1.23 1.03
-0.50 -0.28 -0.07
-0.49 -0.48 0.32
0.49 -0.17 0.22
0.13 0.75 -0.30
-0.31 -0.02 -0.11
0.58 -0.27 0.39
0.50 0.78 -0.07
0.12 -0.46 -0.07
-0.25 -0.63 1.11
0.22 1.33 -0.86
-1.05 -0.65 -1.04
0.67 -0.72 0.88
-0.77 1.24 -0.89
0.79 0.86 0.51
0.22 -1.32 -0.90
0.31 0.53 -0.88
-1.08 -1.59 0.19
-0.12 -0.46 0.00
-0.63 0.87 0.05
-0.17 1.63 -0.80
-0.02 1.15 0.17
-1.97 0.92 0.25
1.13 0.13 0.78
-0.46 -0.06 -0.21
1.97 -0.27 -0.13
-0.75 2.02 0.65
1.05 -0.50 -0.08
-0.46 0.42 -0.43
0.89 -0.58 0.69
0.11 -0.78 0.43
-0.47 1.25 -0.39
0.58 -0.16 -0.29
0.74 -1.21 1.34
0.00 -0.25 -0.90
-0.36 0.13 -0.51
0.73 0.48 0.12
-0.22 0.22 -0.15
-0.59 -0.32 -0.53
-0.13 -0.58 0.31
0.28 -0.19 0.17
-0.26 -0.02 -0.25
0.25 -0.61 0.19
-0.28 -0.45 -0.51
0.03 -0.10 0.03
-0.21 -0.20 0.07
-0.13 0.16 0.26
-0.71 1.01 -0.29
0.32 0.05 -0.06
0.07 -0.07 0.14
-0.22 0.22 0.22
0.35 0.29 0.01
0.68 0.05 0.22
0.44 -1.30 0.11
-0.45 -0.07 -0.67
-0.39 1.78 -0.02
-0.30 -2.95 0.47
0.95 2.83 -0.48
0.63 -0.35 -0.04
0.14 -0.56 0.28
1.03 1.37 -0.06
-0.89 -0.68 -0.37
0.29 1.56 -1.01
-0.22 -0.50 1.02
-0.36 -0.15 0.88
0.11 -0.33 -0.76
0.01 -0.10 -0.08
-0.77 -0.30 -0.25
0.43 0.25 0.17
-0.40 -0.21 -0.21
-0.33 -0.40 0.38
-0.58 -0.03 -0.40
0.36 0.41 0.30
0.99 -0.84 -0.96
-1.46 0.42 1.23
0.09 0.78 -0.25
-0.09 -0.94 -0.49
1.51 1.09 -0.22
-0.61 -1.73 -0.12
-1.77 1.15 -0.12
0.06 -0.37 0.20
1.12 0.84 -0.14
0.53 -0.38 -0.29
0.03 -0.97 0.61
-0.91 0.08 0.29
1.46 0.11 0.52
-0.29 0.02 -0.29
-0.21 0.27 0.31
0.20 0.78 0.05
-0.34 -0.52 0.21
-0.31 0.18 -0.32
-0.44 0.01 0.11
-0.17 -0.49 2.44
-1.05 0.09 0.34
0.46 0.30 -0.27
0.84 -0.21 0.27
-0.91 0.36 -0.75
-0.09 -0.07 -0.27
0.07 0.09 0.41
-0.04 -0.35 -0.25
0.04 -0.34 -0.33
-0.03 0.12 0.26
0.03 -0.25 0.75
-0.05 -0.12 -0.19